1.
Entry from OMol25: a cluster of 2 separate species, C7H6O3P in total at a distorted geometry (ωB97M-V/def2-TZVPD).

```
17
Properties=species:S:1:pos:R:3
C -0.5342 -0.9235 -1.4641
C -0.8989 0.4419 -1.5011
C -0.2328 -1.5435 -0.3086
C -0.7697 1.2621 -0.3859
C -0.2187 -0.7416 0.8581
C -0.4069 0.6171 0.8036
C -0.1179 1.5579 2.6564
O 0.3035 3.5908 4.3727
O 1.4125 3.8365 2.0041
O 1.1536 1.3733 3.2329
P 0.6804 3.0923 3.0756
H -0.8430 -1.4057 -2.3547
H -1.1840 0.8390 -2.4017
H -0.3464 -2.5697 -0.2805
H -1.0763 2.3600 -0.4151
H 0.1774 -1.0948 1.7317
H -0.8511 0.8522 3.0967
```

Output
Total charge: -1
HOMO level in eV: -4.8
2S+1: 1
Gap between HOMO and LUMO in eV: 8.314
Energy above the lowest of the compared OMol25 structures with the same formula, charge and spin in kcal per mole: 58.5


2.
Entry from OMol25: an isolated molecule of C7H6O3S at a distorted geometry (ωB97M-V/def2-TZVPD).

```
17
Properties=species:S:1:pos:R:3
C 0.7964 1.8385 -0.9117
C 1.3841 1.1913 0.1700
C -0.1980 1.2242 -1.6166
C 0.7857 0.0856 0.7693
C -0.7550 -0.0117 -1.1558
C -0.2230 -0.4480 0.0191
C 1.2152 -0.5178 2.1068
O -3.6269 -1.6203 -0.0470
O -2.1389 -3.1079 -1.3158
O -1.7622 -0.4672 -1.8180
S -2.2933 -1.8685 -0.6052
H 1.2749 2.7686 -1.1250
H 2.3385 1.5393 0.7122
H -0.8062 1.5529 -2.5074
H 1.4078 -1.5763 1.9357
H 2.1720 -0.3014 2.4041
H 0.4288 -0.2812 2.9853
```

Output
HOMO level in eV: -9.3
2S+1: 1
Gap between HOMO and LUMO in eV: 7.045
Energy above the lowest of the compared OMol25 structures with the same formula, charge and spin in kcal per mole: 86.8


3.
Entry from OMol25: the ion C7H6O6S with charge -2 at a distorted geometry (ωB97M-V/def2-TZVPD).

```
20
Properties=species:S:1:pos:R:3
C -0.1046 1.9777 0.2344
C 1.0394 1.3913 -0.1559
C -1.3792 1.2946 0.2229
C 1.0373 0.0813 -0.7506
C 3.1155 -0.8452 0.4873
C -1.5891 -0.0152 0.2489
C 1.8714 -0.9088 -0.4295
O 3.4672 0.2214 0.9982
O -4.1044 0.5717 0.7380
O 3.6814 -1.9709 0.5633
O -3.5532 -0.6067 -1.3361
O -3.4667 -1.7908 0.8045
O 1.7860 -2.1527 -0.9782
S -3.3194 -0.5052 0.1107
H -0.1010 3.0017 0.5967
H 1.9954 1.8804 -0.0199
H -2.2717 1.9085 0.2363
H 0.2053 -0.1486 -1.4106
H -0.8697 -0.7997 0.3348
H 2.5599 -2.5849 -0.4953
```

Output
Total charge: -2
HOMO level in eV: -1.5
2S+1: 1
Gap between HOMO and LUMO in eV: 7.516
SMILES: O=C([O-])\C(O)=C/C=C\C=C\S(=O)(=O)[O-]
Energy above the lowest of the compared OMol25 structures with the same formula, charge and spin in kcal per mole: 0.0


4.
Entry from OMol25: a structure of composition C7H7As2I2O6ReS5 at a distorted geometry (ωB97M-V/def2-TZVPD).

```
30
Properties=species:S:1:pos:R:3
Re -1.0370 1.1675 -1.6917
I -2.8468 2.8946 -0.7059
C -4.3841 1.8940 -1.8964
I -3.4393 0.1030 -2.6917
H -4.6644 2.5494 -2.7213
H -5.2428 1.6298 -1.2798
O 2.3670 -1.8721 -1.3860
As 1.0793 -0.9629 -0.7981
O 1.8010 0.7218 -0.5664
O 0.0948 -0.6346 -2.0561
C 0.9139 -1.6166 1.0662
C 1.6204 -2.7468 1.4437
C 1.5970 -3.1244 2.7838
C 0.8875 -2.3881 3.7202
C 0.1753 -1.2597 3.3304
C 0.2082 -0.8798 2.0029
S -0.8166 0.4374 1.4138
O 0.1861 1.6591 1.0149
O -1.7538 0.9172 2.3402
O -1.3143 -0.0295 0.1310
H 2.5503 -1.8466 -2.3378
H 2.1671 -3.3282 0.7100
H 2.1393 -4.0034 3.0935
H 0.8703 -2.6905 4.7548
H -0.4049 -0.6819 4.0339
S 2.0593 5.0209 -2.7284
As 1.7447 2.9943 -3.0517
S 0.7516 1.9107 -0.4965
S -0.4344 2.4229 -3.4700
S 3.1254 1.7424 -3.9615
```

Output
Total charge: +2
HOMO level (alpha / beta) in eV: -14.4 / -14.4
2S+1: 1
Gap between HOMO and LUMO (alpha / beta) in eV: 6.130 / 6.121
Energy above the lowest of the compared OMol25 structures with the same formula, charge and spin in kcal per mole: 6.7


5.
Entry from OMol25: a structure of composition C7H7CdO5S at a distorted geometry (ωB97M-V/def2-TZVPD).

```
21
Properties=species:S:1:pos:R:3
O 0.0214 5.2059 0.3605
C -0.0264 4.1493 -0.0711
Cd -0.1631 -0.8484 -0.1869
C -0.0369 -3.1257 -0.2402
O 0.0722 -4.2598 -0.3288
C -0.0528 -0.6549 -2.4948
O 0.0253 -0.9546 -3.6195
C 2.0253 -0.0910 -0.2940
O 3.1444 0.1135 -0.3729
C -2.3013 -0.0956 -0.1125
O -3.4141 0.1833 -0.1254
H -0.0800 0.4643 -2.0640
C -0.5805 -0.1002 4.1039
S 0.4862 -0.7305 2.7942
C 1.9785 0.1892 3.2033
H -1.6106 -0.1356 3.7239
H -0.3024 0.9441 4.3402
H -0.4452 -0.7670 4.9592
H 1.7284 1.2543 3.3271
H 2.3793 -0.2389 4.1321
H 2.7162 0.0160 2.4164
```

Output
Total charge: +1
HOMO level in eV: -10.6
2S+1: 1
Gap between HOMO and LUMO in eV: 6.228


6.
Entry from OMol25: an isolated molecule of C7H7Cl at a distorted geometry (ωB97M-V/def2-TZVPD).

```
15
Properties=species:S:1:pos:R:3
C 0.2372 -1.2880 0.2902
C 0.1542 -0.0131 -0.1079
C -0.5993 0.5632 -1.3127
C -0.3302 2.0838 -1.2299
C 0.3691 2.4080 -0.1075
C 0.7555 1.1868 0.7269
C 1.4429 1.2160 1.9469
H 0.7594 -1.2159 1.2756
H -0.6474 0.0641 -2.4579
H -1.7191 0.4534 -1.0924
H -0.6898 2.9015 -1.9704
H 0.5568 3.4658 0.2126
H 1.6877 2.1012 2.3200
H 1.8315 0.2663 2.4530
Cl -0.8209 -2.6457 -0.1163
```

Output
HOMO level in eV: -8.4
2S+1: 1
Gap between HOMO and LUMO in eV: 8.634
SMILES: C=C1C=CC/C1=C\Cl
Energy above the lowest of the compared OMol25 structures with the same formula, charge and spin in kcal per mole: 67.4


7.
Entry from OMol25: a structure of composition C7H7ClCuNO4 at a distorted geometry (ωB97M-V/def2-TZVPD).

```
21
Properties=species:S:1:pos:R:3
O 1.8384 -2.7600 1.8146
C 1.6536 -1.6696 1.4855
N 1.4888 -0.4945 1.1833
C 1.3873 -0.0882 -0.1765
C 0.2098 -0.7123 -0.9053
C -1.0690 -0.8000 -0.0627
C -2.1013 0.2549 -0.4240
O -1.8820 1.2960 -0.9318
O -3.4269 -0.0865 -0.1228
C 1.5331 1.4085 -0.3610
C 1.9692 2.1263 0.8848
O 2.9804 1.9561 1.4639
Cl 0.7766 3.3170 1.4394
H 0.0074 -0.1408 -1.8089
H 0.4870 -1.7159 -1.2355
H -1.5245 -1.8180 -0.2032
H -0.9227 -0.7271 1.0158
H -3.4863 -0.9537 0.3087
H 2.3386 1.5879 -1.0820
H 0.6333 1.8380 -0.7892
Cu -2.8910 -1.8184 -1.4932
```

Output
Total charge: +1
HOMO level (alpha / beta) in eV: -11.6 / -13.3
2S+1: 2
Gap between HOMO and LUMO (alpha / beta) in eV: 4.792 / 6.426
<S²>: 0.754
Energy above the lowest of the compared OMol25 structures with the same formula, charge and spin in kcal per mole: 0.0


Please write out number 5 again, unchanged.
Entry from OMol25: a structure of composition C7H7CdO5S at a distorted geometry (ωB97M-V/def2-TZVPD).

```
21
Properties=species:S:1:pos:R:3
O 0.0214 5.2059 0.3605
C -0.0264 4.1493 -0.0711
Cd -0.1631 -0.8484 -0.1869
C -0.0369 -3.1257 -0.2402
O 0.0722 -4.2598 -0.3288
C -0.0528 -0.6549 -2.4948
O 0.0253 -0.9546 -3.6195
C 2.0253 -0.0910 -0.2940
O 3.1444 0.1135 -0.3729
C -2.3013 -0.0956 -0.1125
O -3.4141 0.1833 -0.1254
H -0.0800 0.4643 -2.0640
C -0.5805 -0.1002 4.1039
S 0.4862 -0.7305 2.7942
C 1.9785 0.1892 3.2033
H -1.6106 -0.1356 3.7239
H -0.3024 0.9441 4.3402
H -0.4452 -0.7670 4.9592
H 1.7284 1.2543 3.3271
H 2.3793 -0.2389 4.1321
H 2.7162 0.0160 2.4164
```

Output
Total charge: +1
HOMO level in eV: -10.6
2S+1: 1
Gap between HOMO and LUMO in eV: 6.228


- Look up the 2S+1 of the seventh one.
  2